The following is a DFT calculation (ωB97M-V with the def2-TZVPD basis set) of a 16-piece molecular cluster, H32O16 overall in a non-equilibrium geometry.

Structure (XYZ):
```
48
H32O16 ωB97M-V with the def2-TZVPD basis set
O -0.920 -1.533 -1.556
H -1.082 -0.898 -0.819
H -1.288 -1.066 -2.324
O 0.768 -1.227 2.024
H 1.530 -1.733 2.284
H -0.075 -1.313 2.459
O -2.223 3.134 -2.380
H -2.748 2.382 -2.107
H -2.714 3.929 -2.576
O 1.201 -3.244 -1.568
H 0.337 -2.761 -1.733
H 1.811 -2.492 -1.743
O 4.017 -2.234 -0.333
H 3.467 -2.858 0.161
H 4.842 -2.686 -0.127
O -2.508 -0.150 1.247
H -2.290 0.679 1.778
H -3.465 -0.125 1.307
O -5.104 -2.598 -1.630
H -4.382 -2.035 -1.926
H -4.775 -2.942 -0.788
O 1.635 1.508 -5.006
H 2.141 0.719 -5.294
H 0.883 1.123 -4.543
O 4.287 0.573 1.545
H 4.643 0.263 0.718
H 4.192 -0.055 2.255
O -1.757 0.887 -4.181
H -1.595 1.768 -4.521
H -2.221 0.365 -4.862
O 2.373 -0.681 5.311
H 2.681 0.226 5.242
H 1.643 -0.604 5.942
O 1.360 3.437 -1.089
H 1.125 3.622 -0.130
H 1.035 4.242 -1.519
O 1.151 -0.893 -3.468
H 0.349 -0.422 -3.199
H 0.866 -1.785 -3.161
O -1.242 -0.694 5.516
H -0.681 -0.067 4.980
H -0.777 -0.399 6.310
O -3.823 1.903 2.467
H -3.597 2.860 2.535
H -4.629 1.890 3.012
O 1.080 1.590 2.818
H 0.366 1.030 2.421
H 1.800 1.223 2.286
```

Net charge   0
HOMO-LUMO gap   10.37 eV